[1]
Below is a cluster of 3 separate species, C31H58N10O2P2S in total, with properties calculated with wB97M-V/def2-TZVPD.

CARTESIAN COORDINATES (ANGSTROEM)
1 H -1.81308 8.16366 -4.50371
2 N -2.74647 7.80106 -4.72578
3 C -2.62470 6.54169 -4.87758
4 C -3.90911 5.76335 -5.18557
5 C -1.26433 5.81045 -4.77848
6 C -1.45558 4.38687 -4.24451
7 N -1.20178 3.40283 -5.08293
8 C -1.41433 2.15225 -4.57302
9 C -1.15183 1.03065 -5.41900
10 C -1.33367 -0.26070 -5.00579
11 C -1.00712 -1.45235 -5.90490
12 C 0.49685 -1.91052 -5.75672
13 C 0.92791 -1.82692 -4.27692
14 C 2.31896 -2.51609 -4.00320
15 N 2.79495 -1.99672 -2.70404
16 C 3.79873 -1.12124 -2.43050
17 C 3.74693 -0.98215 -1.04171
18 C 2.68468 -1.78936 -0.50961
19 C 2.11168 -2.42241 -1.61972
20 C -1.85098 -0.44070 -3.66153
21 C -2.10551 0.61124 -2.84157
22 C -1.87697 1.96634 -3.25814
23 N -2.12393 2.95889 -2.35124
24 C -1.89329 4.13394 -2.89118
25 S -2.15803 5.58394 -1.81812
26 H -4.64983 6.39831 -5.68950
27 H -3.71676 4.84310 -5.76174
28 H -4.35830 5.48778 -4.21136
29 H -0.91734 5.71729 -5.82462
30 H -0.52076 6.38671 -4.21218
31 H -0.77133 1.23844 -6.42645
32 H -1.23045 -1.22490 -6.95714
33 H -1.61316 -2.29893 -5.53451
34 H 0.49765 -2.97946 -6.04565
35 H 1.16653 -1.34414 -6.42168
36 H 1.04118 -0.79519 -3.90675
37 H 0.17956 -2.37519 -3.67882
38 H 2.10717 -3.58833 -3.88434
39 H 3.01281 -2.28169 -4.82121
40 H 4.44492 -0.65149 -3.16373
41 H 4.38808 -0.33012 -0.44741
42 H 2.36362 -1.88183 0.52476
43 H 1.26715 -3.10498 -1.59101
44 H -1.99499 -1.47596 -3.33756
45 H -2.46565 0.36864 -1.83576
46 H -1.01818 5.55267 -1.07451
47 C -4.91371 -0.44027 2.87758
48 N -5.42438 -1.09652 1.69994
49 C -6.51725 -0.35761 1.08602
50 P -4.92685 -2.52574 0.88531
51 O -4.23610 -1.82681 -0.26876
52 N -3.47736 -3.25467 1.49467
53 C -2.89512 -3.01982 2.79772
54 C -2.38618 -3.42319 0.53286
55 N -5.85068 -3.50999 1.95158
56 C -6.58066 -3.13143 3.14233
57 C -5.61551 -4.95459 1.88592
58 H -5.69575 -0.35919 3.64867
59 H -4.56672 0.57562 2.65847
60 H -4.08912 -0.95394 3.35859
61 H -7.46580 -0.90630 1.18638
62 H -6.33355 -0.19658 0.02019
63 H -6.65698 0.62264 1.54090
64 H -2.36654 -2.05963 2.84205
65 H -2.16555 -3.80095 3.03406
66 H -3.63568 -3.07258 3.59773
67 H -1.83267 -2.49018 0.37552
68 H -2.76352 -3.77489 -0.42443
69 H -1.68357 -4.18467 0.88759
70 H -5.91124 -2.94462 3.98691
71 H -7.26922 -3.92487 3.44389
72 H -7.21596 -2.26138 2.98389
73 H -4.83389 -5.26320 2.58579
74 H -5.31591 -5.25412 0.88245
75 H -6.52238 -5.51865 2.12009
76 C 5.53612 2.79793 3.61280
77 N 4.85324 1.64014 3.09401
78 C 3.79351 1.99657 2.16335
79 P 5.11909 -0.04947 3.32979
80 O 5.77986 -0.23101 1.97380
81 N 6.53515 -0.44437 4.24187
82 C 7.25785 0.45315 5.11530
83 C 7.50765 -1.31188 3.57470
84 N 4.19908 0.02300 4.78620
85 C 3.64569 1.17411 5.46611
86 C 4.25643 -1.15272 5.65882
87 H 4.84133 3.44141 4.17559
88 H 5.96745 3.40885 2.81149
89 H 6.34232 2.57521 4.30234
90 H 2.80496 1.76276 2.58719
91 H 3.89298 1.44755 1.22300
92 H 3.80122 3.05872 1.91883
93 H 7.88243 1.15679 4.55145
94 H 7.92373 -0.11286 5.77441
95 H 6.59449 1.00174 5.78623
96 H 8.13382 -0.75491 2.86919
97 H 7.00834 -2.11758 3.04213
98 H 8.16050 -1.78720 4.31419
99 H 4.41619 1.74350 5.99363
100 H 2.90466 0.86659 6.20866
101 H 3.10265 1.83581 4.79353
102 H 5.06536 -1.06706 6.39000
103 H 4.41351 -2.06044 5.07754
104 H 3.31936 -1.29243 6.20487

Summary:
SMILES string	[H]/N=C(/C)Cc1nc2cc(CCCCn3cccc3)ccc2nc1S.CN(C)P(=O)(N(C)C)N(C)C.CN(C)P(=O)(N(C)C)N(C)C
Kohn-Sham gap	7.46	eV
calculated total energy	-81491.4916	eV
strongest force on any atom	0.150	Eh/bohr

***

[2]
Below is a structure of composition C31H58N3PPdSbSi3, with properties calculated with wB97M-V/def2-TZVPD.

CARTESIAN COORDINATES (ANGSTROEM)
1 Pd 0.93493 -0.05833 0.03208
2 C -1.56011 -1.46968 2.14265
3 Sb -1.92248 -1.06470 0.06476
4 C -0.05766 -1.85721 -0.83349
5 C 0.01326 -1.49629 -2.23421
6 C -0.37870 -2.31774 -3.30313
7 C -0.21132 -1.85057 -4.59482
8 C 0.34985 -0.59570 -4.79043
9 C 0.71802 0.16197 -3.67396
10 N 0.54522 -0.27299 -2.43914
11 Si 0.58041 -3.60983 -0.31630
12 C 0.92506 -3.65166 1.52282
13 C -0.61333 -4.96436 -0.79345
14 C 2.18521 -3.63834 -1.30137
15 C -2.68769 1.03842 -0.31568
16 C -1.63538 1.96397 -0.77325
17 C -2.03327 3.18115 -1.35947
18 C -1.10547 4.12315 -1.74695
19 C 0.24242 3.83026 -1.60267
20 C 0.58111 2.61446 -1.04492
21 N -0.31598 1.72471 -0.60003
22 Si -4.10164 0.67605 -1.66059
23 C -3.15963 -0.20733 -3.03622
24 C -5.37470 -0.43547 -0.86674
25 C -4.95084 2.16547 -2.40902
26 Si -3.39514 1.64769 1.45160
27 C -4.56521 3.04977 1.08812
28 C -4.28994 0.25594 2.33362
29 C -1.87115 2.28683 2.34132
30 H -2.02540 -2.41908 2.40396
31 H -1.99146 -0.67562 2.74563
32 H -0.48844 -1.52640 2.27163
33 H -0.81637 -3.28866 -3.11077
34 H -0.51050 -2.45349 -5.44189
35 H 0.51172 -0.20835 -5.78691
36 H 1.16403 1.14420 -3.78757
37 H 0.02023 -3.81301 2.11008
38 H 1.42761 -2.75033 1.87850
39 H 1.58770 -4.49707 1.72328
40 H -1.64817 -4.73556 -0.53084
41 H -0.33231 -5.86833 -0.24754
42 H -0.57075 -5.20279 -1.85666
43 H 2.66253 -2.65603 -1.31177
44 H 1.99689 -3.93688 -2.33445
45 H 2.88151 -4.35685 -0.86471
46 H -3.08453 3.38146 -1.47663
47 H -1.42389 5.06457 -2.17544
48 H 1.01304 4.52062 -1.91502
49 H 1.62099 2.33139 -0.95950
50 H -3.07958 -1.27890 -2.83300
51 H -2.15632 0.20422 -3.18172
52 H -3.70045 -0.09449 -3.97797
53 H -4.95416 -1.27578 -0.31191
54 H -6.00156 -0.85476 -1.65748
55 H -6.03551 0.11898 -0.19859
56 H -4.34480 2.66129 -3.16753
57 H -5.29310 2.90850 -1.68930
58 H -5.84253 1.78493 -2.91516
59 H -5.44075 2.73127 0.52294
60 H -4.09045 3.88542 0.57370
61 H -4.92545 3.42270 2.05213
62 H -5.36771 0.40041 2.24669
63 H -4.05869 0.26595 3.40097
64 H -4.07433 -0.74346 1.95484
65 H -1.67494 3.31875 2.03932
66 H -0.98144 1.69871 2.11437
67 H -2.02792 2.29204 3.42242
68 C 1.66197 0.29265 5.21309
69 C 0.92603 -0.02186 3.90605
70 P 1.92764 0.22587 2.37886
71 C 2.61664 1.91240 2.65299
72 C 3.38084 2.57389 1.51117
73 C 3.32158 -0.93599 2.71585
74 C 4.20062 -1.35348 1.54009
75 H 0.97882 0.10834 6.04153
76 H 1.97437 1.33289 5.27710
77 H 2.53043 -0.34618 5.36367
78 H 0.03118 0.59267 3.83207
79 H 0.60912 -1.06630 3.91991
80 H 3.27880 1.80505 3.51377
81 H 1.77782 2.54042 2.96340
82 H 4.18886 1.94183 1.14428
83 H 3.82332 3.50444 1.86407
84 H 2.72169 2.82043 0.68166
85 H 2.87175 -1.81790 3.17760
86 H 3.92512 -0.44854 3.48334
87 H 3.60856 -1.76094 0.71902
88 H 4.89916 -2.12449 1.86309
89 H 4.78488 -0.51451 1.16383
90 C 6.24929 -0.64861 -1.80020
91 C 5.35945 0.59195 -1.99273
92 C 4.05169 0.40961 -1.38473
93 N 3.03681 0.22452 -0.88074
94 H 7.20030 -0.47684 -2.29822
95 H 5.78899 -1.53384 -2.23566
96 H 6.44427 -0.83308 -0.74542
97 H 5.21689 0.80319 -3.05411
98 H 5.82253 1.47321 -1.54379

Summary:
Kohn-Sham gap (alpha / beta)	7.92 / 4.66	eV
expectation value of S²	6.038
spin multiplicity	5
calculated total energy	-80472.3442	eV
total charge	+3
energy relative to the best compared isomer or geometry (same formula, charge and spin)	76.25	kJ/mol
strongest force on any atom	0.013	Eh/bohr

***

[3]
Below is a cluster of 11 separate species, C31H59Cl20N2O3 in total, with properties calculated with wB97M-V/def2-TZVPD.

CARTESIAN COORDINATES (ANGSTROEM)
1 C -2.03048 -2.82269 0.49715
2 C -2.21932 -1.37844 -0.28183
3 O -2.93816 -0.43226 0.34749
4 O -1.58843 -1.08162 -1.61055
5 C -0.29300 -0.44867 -1.21140
6 C 0.85618 -0.51316 -2.38723
7 C 2.06993 -1.60423 -2.02195
8 C 3.37674 -0.88867 -1.31258
9 C 3.02022 0.04580 -0.01340
10 N 3.99294 -0.10076 1.15399
11 C 3.75802 -1.40009 1.90427
12 C 4.87640 -1.26074 3.09968
13 C 5.04072 -2.43012 4.25306
14 N 5.60724 0.04471 2.87547
15 C 5.06940 0.82272 1.68360
16 O 5.43411 2.13342 1.12142
17 H -1.03770 -2.71496 1.14971
18 H -1.82270 -3.69449 -0.25653
19 H -2.90039 -3.02083 1.25534
20 H 0.10666 -1.12720 -0.31422
21 H -0.50917 0.66128 -0.85032
22 H 1.40489 0.54695 -2.38095
23 H 0.43057 -0.65119 -3.47112
24 H 2.45572 -2.03778 -3.06488
25 H 1.65109 -2.52386 -1.39993
26 H 3.91417 -0.23902 -2.15260
27 H 4.14428 -1.74085 -1.00609
28 H 1.94981 -0.23224 0.43454
29 H 2.93540 1.17784 -0.35943
30 H 2.97296 -2.23998 1.68623
31 H 4.02152 -2.99297 4.42406
32 H 5.88492 -3.16512 3.88804
33 H 5.39918 -1.86922 5.23436
34 H 6.40076 0.41390 3.45233
35 H 4.97171 2.80958 1.73140
36 Cl -0.99572 4.95911 1.05602
37 C -2.27063 4.75223 -0.17083
38 C -2.19378 3.39797 -0.85708
39 Cl -0.75244 3.24948 -1.89377
40 H -2.18625 5.57348 -0.88929
41 H -3.22847 4.85186 0.34842
42 H -3.06460 3.25886 -1.50422
43 H -2.17469 2.57930 -0.13160
44 Cl -4.26489 2.30132 4.89769
45 C -4.37425 1.65052 3.24304
46 C -3.64007 2.51878 2.23410
47 Cl -4.44021 4.09204 1.99151
48 H -5.43367 1.54580 2.98924
49 H -3.92980 0.65106 3.26622
50 H -3.61924 2.02098 1.26031
51 H -2.60737 2.70813 2.54163
52 Cl 6.92746 -6.06264 4.12678
53 C 6.81811 -6.71344 2.47214
54 C 7.55229 -5.84518 1.46319
55 Cl 6.75214 -4.27192 1.22061
56 H 5.75868 -6.81816 2.21833
57 H 7.26255 -7.71290 2.49531
58 H 7.57311 -6.34298 0.48941
59 H 8.58498 -5.65583 1.77073
60 Cl 0.13595 -5.59776 -0.86028
61 C -1.13896 -5.80463 -2.08713
62 C -1.06210 -7.15889 -2.77338
63 Cl 0.37923 -7.30739 -3.81007
64 H -1.05457 -4.98338 -2.80559
65 H -2.09679 -5.70501 -1.56788
66 H -1.93293 -7.29801 -3.42053
67 H -1.04301 -7.97756 -2.04790
68 Cl 9.73675 -1.69480 -0.66112
69 C 8.64900 -1.20760 0.66281
70 C 9.27069 -0.14687 1.55679
71 Cl 10.63541 -0.78411 2.50848
72 H 8.38075 -2.10503 1.22886
73 H 7.74011 -0.81501 0.19720
74 H 8.52858 0.21773 2.27291
75 H 9.63222 0.70736 0.97673
76 Cl -3.81703 6.45620 -2.26345
77 C -5.09194 6.24933 -3.49030
78 C -5.01508 4.89507 -4.17655
79 Cl -3.57375 4.74657 -5.21324
80 H -5.00755 7.07058 -4.20877
81 H -6.04977 6.34895 -2.97105
82 H -5.88591 4.75596 -4.82370
83 H -4.99600 4.07640 -3.45108
84 Cl -6.54769 11.43825 -0.49113
85 C -5.78654 10.29081 0.63908
86 C -5.42287 8.97698 -0.03357
87 Cl -6.86338 8.03479 -0.49336
88 H -6.47124 10.13758 1.47901
89 H -4.88300 10.77530 1.02104
90 H -4.84406 8.35433 0.65473
91 H -4.82229 9.13804 -0.93371
92 Cl -1.16886 -8.33763 0.89147
93 C -1.95017 -9.89457 1.26414
94 C -1.50589 -11.00101 0.32113
95 Cl -2.10644 -10.75311 -1.33781
96 H -3.03403 -9.74680 1.22981
97 H -1.67412 -10.14904 2.29178
98 H -1.90340 -11.96164 0.66122
99 H -0.41556 -11.07993 0.27812
100 Cl -1.05469 0.40604 -5.97110
101 C -0.50371 -0.94165 -6.99751
102 C -1.16773 -2.25721 -6.62437
103 Cl -0.63294 -2.85361 -5.03298
104 H 0.58614 -1.00384 -6.91923
105 H -0.75596 -0.67746 -8.02880
106 H -0.90480 -3.02719 -7.35546
107 H -2.25777 -2.16637 -6.60294
108 Cl -4.91052 10.10632 4.76444
109 C -5.69183 8.54939 5.13711
110 C -5.24755 7.44295 4.19411
111 Cl -5.84811 7.69085 2.53516
112 H -6.77569 8.69716 5.10278
113 H -5.41579 8.29492 6.16475
114 H -5.64506 6.48232 4.53419
115 H -4.15722 7.36402 4.15109

Summary:
Kohn-Sham gap	7.91	eV
calculated total energy	-292662.2685	eV
total charge	+1
strongest force on any atom	0.164	Eh/bohr

***

[4]
Below is a cluster of 3 separate species, C31H61BI3N2O12P2S2 in total, with properties calculated with wB97M-V/def2-TZVPD.

CARTESIAN COORDINATES (ANGSTROEM)
1 C 2.31392 -1.11327 4.10762
2 C 1.62998 -0.02067 3.09463
3 C 0.06488 0.38872 3.51937
4 C -0.83347 -0.95730 3.25834
5 C -2.45445 -0.74985 3.38546
6 C -3.05352 0.56046 2.60337
7 C -3.58989 0.22131 1.05579
8 C -2.26131 0.29830 0.09846
9 C -2.54945 -0.10680 -1.48802
10 I -4.13834 1.10207 -2.48648
11 O -3.30380 -1.39013 -1.29639
12 B -2.41023 -2.55134 -1.47456
13 C -3.35136 -3.53916 -2.44493
14 N -2.08813 -3.01870 -0.06705
15 C -3.28695 -3.59657 0.65266
16 C -1.04133 -4.11523 -0.03720
17 C -1.10822 -5.54063 -0.85737
18 O 0.02171 -3.89724 0.78567
19 O -1.23645 -1.95280 -2.14254
20 C -1.19948 -0.46626 -2.34622
21 C 0.28693 -0.11252 -1.72284
22 C 1.53027 -0.88943 -2.48985
23 C 2.33763 0.03546 -3.57592
24 S 3.21349 -1.19528 -4.74635
25 C 5.08365 -0.80297 -4.75861
26 S 5.47305 0.74656 -5.43375
27 N 6.14879 -1.76077 -4.23821
28 C 6.51608 -2.80877 -5.28433
29 C 7.60648 -3.90350 -4.64701
30 O 8.86614 -3.19252 -4.31553
31 C 8.56806 -2.11915 -3.31090
32 C 7.45757 -1.04607 -3.93966
33 C -1.20653 -0.37361 -3.98306
34 I -1.38691 -2.20004 -5.25349
35 C -1.06339 0.91192 -4.77637
36 C -1.04056 0.85708 -6.44365
37 I -0.83850 2.85492 -3.79597
38 H 2.46532 -2.11394 3.47482
39 H 3.42144 -0.72563 4.32699
40 H 1.68413 -1.27386 5.08292
41 H 2.29304 0.96994 3.09319
42 H 1.66430 -0.41573 1.98052
43 H 0.00266 0.72006 4.64608
44 H -0.20540 1.30765 2.84295
45 H -0.48497 -1.45726 2.25260
46 H -0.53084 -1.72920 4.11731
47 H -2.70896 -0.77605 4.55068
48 H -2.95192 -1.74404 2.95061
49 H -4.04325 0.87298 3.19325
50 H -2.36448 1.50868 2.61897
51 H -4.08584 -0.84161 1.13221
52 H -4.42356 1.00716 0.81778
53 H -1.45660 -0.43299 0.58990
54 H -1.84598 1.41460 0.12042
55 H -3.71201 -2.86931 -3.36307
56 H -2.72371 -4.46280 -2.86692
57 H -4.32704 -3.91098 -1.91674
58 H -4.28797 -3.00250 0.50506
59 H -3.13269 -3.68713 1.82780
60 H -3.51751 -4.70953 0.29097
61 H -0.79411 -6.44679 -0.14781
62 H -0.44131 -5.53260 -1.81890
63 H -2.23245 -5.76639 -1.18916
64 H 0.55500 1.03798 -1.75155
65 H 0.38590 -0.42418 -0.57465
66 H 1.21721 -1.87748 -3.03295
67 H 2.31817 -1.18299 -1.64290
68 H 1.66785 0.73205 -4.23592
69 H 3.17742 0.72408 -3.10648
70 H 7.12839 -2.24456 -6.13600
71 H 5.59851 -3.41110 -5.69382
72 H 7.83941 -4.78446 -5.38795
73 H 7.22848 -4.38892 -3.64825
74 H 9.61687 -1.58530 -3.12122
75 H 8.17924 -2.67269 -2.35350
76 H 7.98066 -0.60411 -4.91147
77 H 7.36689 -0.18891 -3.14002
78 H -0.00527 0.41259 -6.83840
79 H -1.05473 1.98422 -6.80869
80 H -1.97520 0.32232 -6.90186
81 C -7.37368 6.24622 -1.04411
82 O -6.54662 5.48915 -1.90741
83 P -7.27049 4.53993 -2.99581
84 O -6.37131 3.57215 -3.69665
85 O -8.01064 5.59237 -3.96357
86 C -7.19655 6.40159 -4.78785
87 O -8.47865 3.88098 -2.16103
88 C -9.47012 3.19800 -2.89696
89 H -6.84049 7.15340 -0.74775
90 H -8.30891 6.53494 -1.53065
91 H -7.59385 5.65579 -0.15099
92 H -6.13660 6.14919 -4.69670
93 H -7.33994 7.44663 -4.50292
94 H -7.50638 6.27148 -5.82792
95 H -9.95160 3.87942 -3.60384
96 H -10.22774 2.83161 -2.19991
97 H -9.03311 2.35132 -3.43083
98 C 6.09719 2.38250 9.96243
99 O 5.20811 2.81894 8.95173
100 P 4.68897 1.72139 7.88611
101 O 3.97282 2.27631 6.69637
102 O 3.81273 0.71917 8.79151
103 C 2.59390 1.21010 9.31157
104 O 6.01640 0.87166 7.55959
105 C 5.84645 -0.34015 6.85693
106 H 5.97071 3.01665 10.84387
107 H 5.90562 1.34524 10.24903
108 H 7.12428 2.47764 9.60079
109 H 2.37460 2.22309 8.96335
110 H 2.65544 1.21364 10.40246
111 H 1.78409 0.54365 9.00384
112 H 5.20683 -1.01996 7.42665
113 H 6.82572 -0.80917 6.73387
114 H 5.41138 -0.15241 5.87289

Summary:
Kohn-Sham gap	6.29	eV
calculated total energy	-125907.1578	eV
total charge	-1
strongest force on any atom	0.154	Eh/bohr

***

- Which value of calculated total energy does entry 1 give?
  -81491.4916 eV